C45H49IrN6OP2 | ωB97M-V/def2-TZVPD

The HOMO energy (alpha / beta) comes out at -12.6 / -13.0 eV. As for the spin multiplicity: 5. The total charge is +2. As for the total energy: -79851.575 eV.

The geometry in XYZ format:
```
104
Properties=species:S:1:pos:R:3:forces:R:3:lowdin_spin:R:1
H -3.636824 -2.206926 5.329477 0.0 0.0 0.0 0.00
H 2.999670 -1.275667 6.354649 0.0 0.0 0.0 0.00
H -0.653114 3.452841 -5.218806 0.0 0.0 0.0 0.00
H 4.579370 1.921481 -0.620348 0.0 0.0 0.0 0.00
C -0.195741 -3.456117 1.306714 0.0 0.0 0.0 0.05
C 0.858744 -1.366934 3.740244 0.0 0.0 0.0 0.00
H 4.385390 1.988198 -3.551900 0.0 0.0 0.0 0.00
C 1.314751 -1.161417 5.029975 0.0 0.0 0.0 0.00
C -3.613925 0.261434 1.861215 0.0 0.0 0.0 0.00
C 3.493938 -1.940065 4.378796 0.0 0.0 0.0 0.00
C 3.484466 -1.860289 -0.139556 0.0 0.0 0.0 0.01
H -0.388742 2.642295 -0.331241 0.0 0.0 0.0 0.00
C -2.025133 4.350499 1.804119 0.0 0.0 0.0 0.01
C -0.902101 0.082241 -5.443072 0.0 0.0 0.0 0.00
N 1.406861 0.758760 -0.538793 0.0 0.0 0.0 0.03
C 2.222413 -3.812151 -0.761812 0.0 0.0 0.0 0.01
C 3.217815 -4.163686 -1.664406 0.0 0.0 0.0 0.00
N 1.633679 -0.328973 -2.554809 0.0 0.0 0.0 0.04
C -3.561502 3.739190 0.337696 0.0 0.0 0.0 0.02
H -1.339068 2.961490 -2.903104 0.0 0.0 0.0 0.01
H -2.732997 -0.720720 5.651384 0.0 0.0 0.0 0.00
H -3.613277 0.478670 3.966415 0.0 0.0 0.0 0.00
C -2.030240 4.038727 0.286095 0.0 0.0 0.0 0.01
C -3.161968 1.656506 1.495199 0.1 0.0 0.0 0.09
H 4.078528 3.176279 -1.749591 0.0 0.0 0.0 0.00
C 3.011843 0.523976 -4.338419 0.0 0.0 0.0 0.00
H 1.934450 3.443998 -0.648252 0.0 0.0 0.0 0.00
H -2.559207 -5.135780 0.346654 0.0 0.0 0.0 0.00
H -0.507121 0.565769 2.472763 0.0 0.0 0.0 0.02
C -0.817990 2.428083 -4.913577 0.0 0.0 0.0 0.00
C -3.287432 -3.367551 -0.732114 0.0 0.0 0.0 0.11
O -2.522259 -2.180623 2.730725 0.0 0.0 0.0 0.01
C -1.200029 2.151035 -3.608203 0.0 0.0 0.0 0.01
C -3.162619 -0.838479 -1.553895 0.0 0.0 0.0 0.05
C -1.369323 -3.239350 0.434256 0.1 0.0 0.0 0.32
H 5.132947 -3.658998 -2.484721 0.0 0.0 0.0 0.00
C 3.907517 1.059885 -3.241252 0.0 0.0 0.0 0.00
C 2.065156 0.607326 -1.682527 0.0 0.0 0.0 0.01
H -4.288258 4.767591 2.257780 0.0 0.0 0.0 0.00
H 0.641782 -0.793157 5.793443 0.0 0.0 0.0 0.00
C 4.349872 -3.373662 -1.794740 0.0 0.0 0.0 0.01
Ir -0.242418 -0.483897 -0.045798 0.0 0.0 -0.1 0.90
C 2.353230 -2.664415 0.016132 0.0 0.0 0.0 0.02
C 2.009517 1.621608 0.478713 0.0 0.0 0.0 0.01
C -1.426324 0.835130 -3.217162 0.0 0.0 0.0 0.03
C -2.714328 -2.053603 -0.826666 0.0 0.0 0.0 0.31
C 2.639478 -1.439181 5.348006 0.0 0.0 0.0 0.00
C 3.713955 2.350719 -1.137837 0.0 0.0 0.0 0.00
C -1.749721 3.005615 2.534423 0.0 0.0 0.0 0.02
C -3.558959 4.074058 1.853432 0.0 0.0 0.0 0.00
P 1.025744 -2.078776 1.097104 0.0 0.0 0.1 0.04
N -3.255667 -0.099039 3.223171 0.0 0.0 0.0 0.01
C 2.682370 2.826878 -0.143248 0.0 0.0 0.0 0.00
C -1.266894 -0.200111 -4.136750 0.0 0.0 0.0 0.00
H 3.112934 -5.063908 -2.255020 0.0 0.0 0.0 0.00
C -2.449596 -4.106140 0.047867 0.0 0.0 0.0 0.13
C -1.410283 2.668813 0.043708 0.0 0.0 0.0 0.06
C -3.287119 2.747067 2.582975 0.0 0.0 0.0 0.01
C 1.719326 -1.857095 2.754455 0.0 0.0 0.0 0.00
H 5.369172 -1.606665 -1.122217 0.0 0.0 0.0 0.00
H -1.702182 4.821766 -0.392319 0.0 0.0 0.0 0.00
H 4.703263 0.342820 -3.010150 0.0 0.0 0.0 0.00
H -4.617701 1.826404 -0.201269 0.0 0.0 0.0 0.00
H 1.223756 1.937656 1.159954 0.0 0.0 0.0 0.00
H -4.700994 0.197418 1.735952 0.0 0.0 0.0 0.00
N -1.566890 -2.016266 -0.111237 0.0 0.0 0.0 0.06
H 2.730185 1.054570 1.084100 0.0 0.0 0.0 0.00
H -3.157555 -0.489058 1.217905 0.0 0.0 0.0 0.00
H 3.158699 3.438380 0.622640 0.0 0.0 0.0 0.00
H -3.834180 2.538146 3.499193 0.0 0.0 0.0 0.00
H 1.517126 -1.023348 -4.501920 0.0 0.0 0.0 0.00
H 2.983332 -1.515639 -3.643875 0.0 0.0 0.0 0.00
C 4.481176 -2.219333 -1.031126 0.0 0.0 0.0 0.00
H 3.607320 0.256871 -5.210300 0.0 0.0 0.0 0.00
C -2.758802 -1.625126 5.045122 0.0 0.0 0.0 0.00
C 2.284549 -0.689094 -3.804998 0.0 0.0 0.0 0.00
H 3.594948 -0.956805 0.449691 0.0 0.0 0.0 0.00
H 1.349622 -4.446744 -0.672906 0.0 0.0 0.0 0.00
C 3.037775 -2.153619 3.084058 0.0 0.0 0.0 0.00
H 2.291085 1.288935 -4.637272 0.0 0.0 0.0 0.00
C -0.672434 1.397100 -5.830596 0.0 0.0 0.0 0.00
H -3.438239 -1.077545 -2.583295 0.0 0.0 0.0 0.01
H -1.882172 -2.237123 5.247576 0.0 0.0 0.0 0.00
N -0.759685 0.780266 1.512443 0.0 0.0 0.0 0.62
H -0.184317 -1.189139 3.499172 0.0 0.0 0.0 0.00
P -1.824687 0.446020 -1.498824 -0.1 0.1 0.1 0.11
H -1.559393 5.258412 2.172362 0.0 0.0 0.0 0.00
H 4.519304 -2.175332 4.630143 0.0 0.0 0.0 0.00
H 0.245895 -4.447298 1.196664 0.0 0.0 0.0 0.01
H -4.203198 4.322366 -0.316376 0.0 0.0 0.0 0.00
H -4.064635 -0.427682 -1.087820 0.0 0.0 0.0 0.02
C -3.649659 2.202251 0.128324 0.0 0.0 0.0 0.06
C -2.833015 -1.343495 3.567186 0.0 0.0 0.1 0.00
H -1.429923 -1.232565 -3.842009 0.0 0.0 0.0 0.00
N 3.133445 1.356985 -2.034759 0.0 0.0 0.0 0.00
C -1.579733 1.939231 1.411843 0.0 -0.1 0.0 0.10
H -4.207748 -3.682637 -1.196479 0.0 0.0 0.0 0.00
H -0.393938 1.617287 -6.852540 0.0 0.0 0.0 0.00
C -2.448229 1.921634 -0.748741 0.0 0.0 0.0 0.58
H -0.804161 -0.720274 -6.162605 0.0 0.0 0.0 0.00
H 3.710306 -2.565313 2.344027 0.0 0.0 0.0 0.00
H -0.553683 -3.382061 2.340848 0.0 0.0 0.0 0.02
H -1.097969 2.977629 3.404890 0.0 0.0 0.0 0.00
H 0.938602 -0.959438 -2.180419 0.0 0.0 0.0 0.04
```
Positions in Å, forces in eV/Å.

C45H50AsNaO2P2Se2Si | ωB97M-V/def2-TZVPD

The HOMO energy comes out at -0.8 eV. As for the spin multiplicity: 1. The total charge is -2. As for the total energy: -273976.334 eV.

The geometry in XYZ format:
```
104
Properties=species:S:1:pos:R:3:forces:R:3:mulliken_charge:R:1
H -2.731310 1.762759 -2.327444 0.0 0.0 0.0 0.12
O 3.790545 -4.487862 2.887918 0.0 0.1 0.0 -0.66
C -4.942761 -0.871595 -2.001602 0.0 0.0 0.1 -0.45
H 3.605677 -3.867011 -2.101519 0.0 0.0 0.0 0.51
H 4.432465 4.563881 2.422672 0.0 0.0 0.0 0.35
H -2.632727 -6.441652 -3.222169 0.0 0.0 0.0 0.36
C 1.605557 2.684032 2.432817 -0.1 0.1 0.0 0.40
C 3.049270 -3.383341 -1.294596 0.0 0.0 0.0 -1.10
H 3.782470 -3.062548 1.371324 0.0 0.0 -0.1 0.09
Na 0.971645 -0.761783 0.601877 -0.1 -0.1 0.1 0.82
C 0.952109 -3.895437 -3.203972 0.0 0.0 0.1 -1.38
C 1.690183 2.212544 3.745072 0.1 0.0 0.0 -0.36
C 2.065006 -2.249345 3.504388 0.0 0.1 -0.1 -1.18
C -2.374230 -0.446800 1.894591 0.0 0.1 0.1 -1.29
H 4.096386 -3.093378 5.071913 0.0 0.0 0.0 0.55
H 1.858792 -0.759121 -3.950631 0.0 0.0 0.0 0.20
C 3.711899 3.459433 4.115285 0.0 0.0 0.0 -0.60
C 3.651446 3.917956 2.807624 0.0 0.0 0.0 -0.67
H -1.524201 -3.426943 -0.387587 0.0 0.0 0.0 0.25
H 0.617647 -4.716064 -2.566022 0.0 0.1 -0.1 0.31
H -0.709811 2.301111 -6.066038 0.0 0.0 0.0 0.32
C -2.553630 -5.396574 -2.945237 0.0 0.0 0.0 -0.43
H -4.278255 4.658308 3.795988 0.0 0.0 0.0 0.36
C 4.142363 -3.195552 2.388168 0.0 -0.1 0.1 -1.18
H 0.936962 1.521211 4.112362 0.0 0.0 0.0 0.39
C -1.003535 -0.489307 -4.161492 0.0 0.1 0.0 -0.40
H 0.879947 4.818310 -3.529309 0.0 0.0 0.0 0.32
Si -2.350941 1.002304 0.628022 0.0 -0.1 -0.1 2.26
C -1.010313 1.659681 -5.245442 0.0 0.0 0.0 -0.69
C 0.760860 4.303498 -2.582107 0.0 0.0 0.0 -0.67
C 2.602603 3.540828 1.976216 0.0 0.0 0.0 -0.46
C -5.275630 1.150033 -0.144377 0.0 -0.1 0.0 -0.78
C 0.065595 4.304877 -0.275627 0.0 -0.1 0.0 -0.29
C -2.155273 1.349511 -3.146539 0.0 0.0 0.0 -0.53
C -2.062978 -5.040593 -1.697401 0.0 0.1 0.0 -0.68
C -0.625356 0.325724 -5.220919 0.0 0.0 0.0 -0.81
C -6.201992 -0.307205 -1.823552 0.0 0.0 0.0 -0.79
P -2.108633 -0.978222 -1.597102 0.0 0.0 0.1 1.02
C -1.030027 3.943037 3.150693 -0.1 0.0 0.0 -0.31
C -4.002541 0.581221 -0.276848 -0.1 0.0 -0.1 0.21
C -1.205976 2.913234 2.231497 0.0 0.0 -0.1 -0.41
C -2.821428 -3.067811 -3.493731 0.0 0.0 0.0 0.06
H 3.332173 0.076456 3.130392 0.0 0.1 0.0 -0.23
H 2.760393 2.227896 5.601232 0.0 0.0 0.0 0.49
P 0.209647 2.011799 1.413469 0.1 0.2 0.1 0.28
H -5.434942 1.944913 0.574570 0.0 0.0 0.0 0.14
C 3.943106 -0.680469 2.638903 0.0 0.0 0.0 -1.03
H -0.067697 6.009147 -1.572444 0.0 0.0 0.0 0.35
H 1.799715 -4.229572 -3.804331 0.0 0.0 0.0 0.47
C -2.499717 2.473183 1.867466 0.0 0.0 0.1 0.19
H 0.131482 -3.618409 -3.861006 -0.1 0.0 0.0 0.34
H 3.676538 -2.666587 -0.763824 0.0 0.0 0.0 0.12
C -3.412619 4.170705 3.359614 0.1 0.0 0.0 -0.79
H 4.983991 -0.462464 2.896158 0.0 0.0 0.0 0.29
H -0.034126 4.264208 3.430252 0.0 0.0 0.0 0.41
H -3.105545 -2.303758 -4.207758 0.0 0.0 0.0 0.37
H 2.841234 -4.573222 2.672877 0.0 0.0 0.0 0.36
H 1.950420 -2.865520 4.394084 0.0 0.0 0.0 0.45
H -0.360454 4.827947 0.571839 0.0 0.0 0.0 0.41
H -4.594876 2.793408 2.238827 0.0 0.0 0.0 0.31
H 3.125038 -2.019390 -3.993181 0.0 0.0 0.0 0.46
C -2.335055 -2.692787 -2.238965 -0.1 0.0 -0.1 0.29
O 3.883477 -1.125668 5.533232 0.0 -0.1 -0.1 -0.58
C -3.854115 -0.422229 -1.262617 0.0 0.0 0.0 0.36
C 2.720425 2.605795 4.585325 0.0 0.0 0.0 -0.64
C 4.297736 -2.131804 4.599322 -0.1 0.1 0.1 -1.44
As 1.522091 -2.416687 -2.029878 0.2 -0.1 0.0 0.64
H -1.747289 -5.801104 -0.992902 0.0 0.0 0.0 0.43
H -7.044225 -0.659015 -2.408991 0.0 0.0 0.0 0.38
H -7.329835 1.186396 -0.771878 0.0 0.0 0.0 0.37
C 3.580769 -2.061189 3.240066 0.0 0.0 0.0 2.75
H 3.837868 -0.298350 5.039862 0.0 0.0 0.0 0.41
C -3.585032 3.119296 2.461734 0.1 0.0 0.0 -0.60
H -0.687834 -1.520717 -4.149921 0.1 -0.2 0.0 0.60
H 5.236336 -3.143056 2.369016 0.0 0.0 0.0 0.58
C -6.358397 0.721418 -0.905459 0.0 0.0 0.0 -0.83
C -1.777266 0.003364 -3.111351 0.0 0.1 0.0 0.21
C -1.945414 -3.698945 -1.351697 0.0 -0.1 0.0 -0.82
H -3.302532 -4.677495 -4.826995 0.0 0.0 0.0 0.37
Se 0.930946 -3.125620 2.120071 0.0 0.0 0.0 -0.64
C 0.966865 2.312210 -1.252458 0.0 0.0 0.0 -0.09
C -2.135333 4.583288 3.706610 0.0 0.0 0.0 -0.83
H -2.062632 3.210869 -4.195063 0.0 0.0 0.0 0.43
C 0.227350 4.968702 -1.486600 0.0 0.0 0.0 -0.72
H 1.546006 2.436388 -3.309121 0.0 0.0 0.0 0.38
H 2.683391 -4.119393 -0.578986 0.0 0.0 0.0 0.30
C 0.422981 2.964744 -0.146180 0.0 0.0 0.0 0.36
Se 3.815746 -0.289923 0.698845 -0.2 0.0 -0.1 -0.52
H 3.204557 -0.711461 -2.788663 0.0 0.0 0.0 0.28
H 4.533477 3.749159 4.760014 0.0 0.0 0.0 0.32
H 1.622742 -1.281172 3.744310 0.0 0.0 0.0 0.07
C 1.136480 2.971480 -2.459973 0.0 0.0 0.0 -0.25
C 2.534012 -1.368078 -3.346157 0.0 0.0 -0.1 -1.08
H -4.815587 -1.659863 -2.733525 0.0 0.0 0.0 0.31
H -1.990494 5.397429 4.408031 0.0 0.0 0.0 0.38
H -1.458564 -0.474492 2.495034 0.0 0.0 0.0 0.27
H -3.224740 -0.340026 2.578971 0.0 0.0 0.0 0.39
H 1.260958 1.271454 -1.179665 0.0 0.0 0.0 0.09
H 5.380749 -2.051469 4.431073 0.0 0.0 0.0 0.35
H -2.458987 -1.421953 1.406701 0.0 0.0 0.0 0.27
C -2.928111 -4.406334 -3.846138 0.0 0.0 0.0 -0.86
H -0.020083 -0.085021 -6.022177 0.0 0.0 0.0 0.39
C -1.774387 2.166129 -4.202218 0.0 0.0 0.0 -0.56
H 2.579316 3.900112 0.955053 0.0 0.0 0.0 0.33
```
Positions in Å, forces in eV/Å.